Formula: C35H62Br3FIN7O6
Source: the OMol25 dataset
Level of theory: the ωB97M-V functional and the def2-TZVPD basis

Last column: Löwdin charge in e.
Positions of all 115 atoms, in Å:
C -0.110 4.490 2.358  -0.122
C 0.682 4.744 1.023  -0.239
C 2.227 4.919 1.306  -0.198
C 2.855 3.963 2.386  -0.233
N 2.578 2.547 2.365  -0.032
C 2.650 1.747 1.172  -0.284
N 1.538 0.791 1.223  0.005
C 1.311 -0.022 0.018  -0.352
C 0.475 -1.253 0.544  -0.115
C -0.673 -1.822 -0.416  -0.071
C -0.742 -3.413 -0.343  -0.420
O -1.019 -4.027 -1.351  0.086
N -0.445 -4.162 0.866  0.089
C 0.873 -4.778 0.845  -0.220
C 1.774 -4.784 -0.326  -0.049
C 3.130 -5.389 -0.290  -0.103
C 3.650 -6.037 0.917  -0.099
C 2.740 -6.078 2.092  -0.080
C 1.396 -5.460 2.064  -0.022
C 0.454 0.911 -0.987  -0.012
C -0.927 1.344 -0.462  -0.369
O -1.209 2.072 0.434  0.150
F -2.030 0.784 -1.150  0.022
C 2.668 -0.306 -0.744  -0.256
C 2.571 -1.514 -1.725  -0.220
N 2.349 -0.976 -3.110  0.014
N 3.939 -0.214 0.073  -0.299
I 3.964 -2.048 1.144  1.320
C 5.094 -0.468 -0.908  -0.750
O 5.160 0.061 -2.026  0.016
O 5.984 -1.388 -0.656  -0.180
C 4.093 1.029 0.899  -0.307
C 4.715 2.235 0.005  -0.198
C 6.236 2.419 -0.200  -0.686
C 7.014 3.339 0.820  -0.190
Br 6.428 3.399 -1.959  0.654
C 4.925 0.983 2.236  -0.554
Br 6.756 0.124 2.081  0.782
C 4.444 0.460 3.647  -0.793
C 4.648 1.662 4.706  -0.157
Br 2.671 -0.246 4.052  0.678
H 0.045 3.466 2.801  0.058
H 0.199 5.239 3.139  0.080
H -1.229 4.617 2.239  0.081
H 0.250 5.687 0.569  0.114
H 0.569 3.948 0.241  0.078
H 2.370 5.981 1.680  0.118
H 2.753 4.901 0.301  0.106
H 2.571 4.383 3.399  0.129
H 3.984 4.126 2.335  0.113
H 1.856 2.302 3.034  0.080
H 2.371 2.420 0.289  0.140
H 0.696 1.140 1.672  0.109
H -0.079 -0.920 1.477  0.131
H 1.064 -2.149 0.860  0.048
H -0.538 -1.586 -1.500  0.114
H -1.695 -1.460 -0.109  0.125
H -0.434 -3.522 1.670  0.125
H 1.476 -4.331 -1.302  0.092
H 3.788 -5.340 -1.200  0.107
H 4.678 -6.483 0.928  0.099
H 3.134 -6.610 3.000  0.097
H 0.816 -5.530 3.019  0.102
H 1.031 1.826 -1.310  0.139
H 0.330 0.307 -1.938  0.122
H 2.791 0.592 -1.433  0.146
H 3.441 -2.215 -1.808  0.112
H 1.690 -2.204 -1.584  0.098
H 3.190 -0.513 -3.457  0.071
H 2.012 -1.709 -3.730  0.076
H 4.332 3.243 0.349  0.105
H 4.233 2.139 -1.017  0.094
H 6.866 1.505 -0.377  0.066
H 6.637 4.394 0.873  0.076
H 7.072 2.938 1.865  0.038
H 8.081 3.388 0.446  0.081
H 5.221 2.065 2.399  0.071
H 5.143 -0.323 4.066  0.046
H 4.559 1.158 5.717  0.074
H 5.665 2.122 4.611  0.084
H 3.803 2.393 4.659  0.056
C -7.135 1.020 -1.095  -0.064
C -5.879 1.142 -0.237  -0.427
C -6.049 2.075 0.977  -0.202
O -6.030 3.460 0.664  -0.190
C -7.255 3.971 0.168  -0.109
N -4.759 1.556 -1.088  0.050
H -7.292 1.887 -1.738  0.067
H -7.059 0.152 -1.754  0.052
H -8.025 0.890 -0.474  0.081
H -5.659 0.141 0.151  0.132
H -5.197 1.915 1.644  0.121
H -6.948 1.823 1.555  0.119
H -8.120 3.485 0.629  0.090
H -7.297 3.869 -0.919  0.074
H -7.293 5.037 0.396  0.087
H -3.907 1.534 -0.536  0.041
H -4.887 2.548 -1.292  0.076
C -6.348 -4.496 -2.208  -0.073
C -6.254 -2.977 -2.320  -0.435
C -6.560 -2.441 -3.732  -0.205
O -5.512 -2.625 -4.671  -0.187
C -5.445 -3.923 -5.236  -0.108
N -4.933 -2.544 -1.852  0.047
H -5.478 -5.001 -2.628  0.065
H -6.407 -4.794 -1.158  0.075
H -7.241 -4.874 -2.712  0.077
H -7.009 -2.560 -1.643  0.129
H -6.698 -1.358 -3.656  0.111
H -7.503 -2.848 -4.120  0.119
H -6.437 -4.365 -5.369  0.090
H -4.819 -4.573 -4.621  0.075
H -4.968 -3.841 -6.214  0.087
H -4.912 -1.525 -1.829  0.057
H -4.262 -2.781 -2.583  0.073

As for the HOMO-LUMO gap: 7.18 eV. As for the lowest unoccupied orbital energy: -0.0462 Eh. The strongest force on any atom comes out at 8.0 eV Å⁻¹. As for the multiplicity: 1.